The following is a DFT calculation (ωB97M-V/def2-TZVPD) of an isolated molecule of C22H24FN5O4S in a non-equilibrium geometry.

Results
total energy	-52394.3881	eV
molar mass	473.53	u
lowest unoccupied orbital energy	-0.091	eV
SMILES	CCOc1cc(S(=O)(=O)N2CC=C(c3ccc(F)cc3)CC2)c(OCC)cc1-n1cnnn1
Kohn-Sham gap	8.55	eV

Geometry as XYZ:
```
57
Properties=species:S:1:pos:R:3:forces:R:3
C 0.305 -0.591 1.489 0.203 0.219 -0.140
C -2.123 -2.105 0.221 -0.023 -0.022 -0.265
H -0.316 1.445 1.887 -0.073 -0.050 0.057
H -1.797 -1.285 3.844 0.007 0.143 -0.088
C 1.108 1.383 0.336 0.154 -0.904 0.129
C 1.946 -0.760 -0.283 0.202 0.319 -0.153
N 1.013 4.827 -0.463 0.483 0.180 -0.981
O 1.065 -3.634 2.007 -0.237 0.221 0.073
H 0.590 -3.691 -1.941 -0.182 -0.048 -0.181
H 4.154 1.271 -2.777 -0.062 -0.178 0.044
C -1.505 0.903 -1.734 -0.145 -0.148 0.050
S 1.105 -3.158 0.662 0.125 -0.297 0.035
H 4.654 -0.438 -0.279 0.058 -0.064 0.068
H 2.562 -1.428 -0.863 0.119 0.048 -0.130
H -5.122 1.775 -0.744 -0.105 0.047 0.011
C -3.609 0.249 -0.796 0.169 0.009 -0.086
C -1.521 -3.420 0.606 -0.377 -0.081 0.393
N 1.000 2.769 0.195 0.380 1.224 -0.822
H -4.252 -0.505 -0.371 -0.071 -0.087 0.035
C -3.286 2.475 -1.577 0.074 -0.166 0.038
C 1.389 3.621 -0.790 -0.171 -0.232 0.326
H 0.471 0.767 4.054 0.061 0.090 0.029
C -0.380 -3.437 -1.513 0.199 0.216 -0.672
H 0.130 -1.369 -1.855 -0.073 0.015 -0.138
C -1.134 -0.537 3.402 -0.103 0.212 0.355
C -0.188 0.007 4.466 -0.100 -0.184 -0.349
C 3.820 0.575 -2.003 0.440 -0.149 -0.096
H -1.290 -3.440 1.672 -0.247 -0.040 -0.046
H 0.420 -0.804 4.858 0.053 -0.051 0.071
O 2.194 -3.568 -0.178 -0.097 0.221 -0.282
C -0.767 -1.992 -1.850 -0.020 -0.180 0.076
O -0.452 -1.252 2.382 0.093 0.032 -0.040
H -1.196 -1.953 -2.855 0.057 0.031 -0.014
H -0.763 0.444 5.276 -0.049 0.070 0.089
C 1.979 0.619 -0.460 -0.318 -0.081 0.339
C -2.299 -0.082 -1.145 -0.178 0.203 -0.006
H -1.747 0.262 2.969 0.001 -0.116 -0.004
O 2.753 1.269 -1.369 -0.259 0.206 0.121
C -4.108 1.519 -1.008 0.021 0.274 -0.043
F -3.766 3.715 -1.788 0.027 -0.065 0.008
C 1.117 -1.350 0.647 -0.088 -0.715 0.214
N -0.285 -3.670 -0.093 0.848 0.088 0.572
C -1.986 2.181 -1.945 -0.195 0.227 -0.004
H -1.370 2.947 -2.391 0.045 0.106 -0.041
C -1.765 -1.428 -0.870 -0.017 -0.281 0.115
H 3.451 -0.335 -2.489 -0.025 0.111 -0.012
H 5.316 1.173 -0.577 0.053 0.058 0.034
H -0.489 0.679 -2.020 0.121 -0.046 -0.041
H -2.218 -4.242 0.390 0.127 0.013 0.074
N 0.400 4.722 0.711 -0.423 0.672 0.542
H -1.131 -4.130 -1.905 0.077 0.006 0.064
C 4.966 0.259 -1.052 -0.369 0.117 -0.099
H 1.909 3.338 -1.677 0.116 -0.118 -0.156
H -2.844 -1.699 0.914 -0.106 0.154 0.072
N 0.376 3.528 1.115 -0.255 -0.939 0.831
C 0.309 0.789 1.303 -0.052 -0.217 0.064
H 5.786 -0.182 -1.611 0.103 -0.073 -0.040
```
Positions in Å, forces in eV/Å.

Atomic partial charges in e from the Löwdin method, atoms 1 to 5: -0.2520 -0.0219 0.1098 0.1293 -0.1113

The following is a DFT calculation (ωB97M-V/def2-TZVPD) of an isolated molecule of C5H10O.

Results
total energy	-7393.6860	eV
molar mass	86.13	u
lowest unoccupied orbital energy	1.046	eV
SMILES	CC1(O)CCC1
Kohn-Sham gap	10.99	eV

Geometry as XYZ:
```
16
Properties=species:S:1:pos:R:3:forces:R:3
H 1.216 1.409 -0.728 0.253 -0.106 0.127
H -2.594 0.459 0.316 0.160 0.042 0.031
H 1.929 -1.375 0.602 -0.569 -0.749 0.123
H -1.400 1.645 -0.244 -0.005 -0.207 -0.019
H -0.112 1.034 1.830 0.019 -0.102 -0.120
O 0.994 -1.637 0.518 0.027 -0.104 -0.075
H 2.410 0.234 0.039 -0.367 0.730 -0.238
C -1.534 0.614 0.101 -0.163 0.082 -0.019
H -0.943 -0.544 1.853 0.196 0.108 -0.155
C -0.864 -0.419 -0.833 -0.031 -0.236 -0.044
C 1.474 0.361 -0.546 0.297 0.166 0.063
H -1.376 -1.381 -0.868 -0.064 0.029 0.125
C -0.527 0.237 1.204 0.109 0.052 0.090
H 1.647 -0.137 -1.509 0.058 0.240 0.107
C 0.369 -0.427 0.126 -0.046 0.318 -0.313
H -0.690 -0.073 -1.863 0.125 -0.262 0.317
```
Positions in Å, forces in eV/Å.

Atomic partial charges in e from the Löwdin method, atoms 1 to 5: 0.0943 0.0979 0.0793 0.1028 0.1073

The following is a DFT calculation (ωB97M-V/def2-TZVPD) of an isolated molecule of C2H4ClP in a non-equilibrium geometry.

Results
total energy	-23949.3391	eV
molar mass	94.48	u
lowest unoccupied orbital energy	0.024	eV
SMILES	C/C=P/Cl
Kohn-Sham gap	9.23	eV

Geometry as XYZ:
```
8
Properties=species:S:1:pos:R:3:forces:R:3
C -1.214 -0.125 -0.556 -1.815 -0.056 2.300
Cl -4.253 0.233 -0.198 0.755 0.070 0.131
P -2.410 -0.410 0.603 0.292 -0.159 -1.244
H 0.557 -0.830 -1.307 0.067 0.392 1.621
C 0.159 -0.588 -0.255 -0.211 -2.461 -2.215
H 0.118 -1.610 0.251 0.564 1.758 0.024
H -1.276 0.550 -1.359 -0.577 0.583 -1.175
H 0.677 0.251 0.164 0.923 -0.126 0.559
```
Positions in Å, forces in eV/Å.

Atomic partial charges in e from the Löwdin method, atoms 1 to 5: -0.5867 0.0088 0.5367 0.0973 -0.2284

The following is a DFT calculation (ωB97M-V/def2-TZVPD) of a cluster of 3 separate species, C19H17ClN3O8 in total in a non-equilibrium geometry.

Results
total energy	-53340.7517	eV
molar mass	450.81	u
lowest unoccupied orbital energy	-4.038	eV
net charge	+1
Kohn-Sham gap	7.36	eV

Geometry as XYZ:
```
48
Properties=species:S:1:pos:R:3:forces:R:3
H -1.444 0.745 -3.620 0.542 0.531 0.466
C 1.291 -2.372 6.209 0.590 -0.340 0.224
C 0.182 3.117 -2.070 2.038 -0.325 1.920
C -1.484 2.952 -3.504 -0.636 -1.257 -0.539
H 2.293 5.096 -0.294 -0.298 0.096 0.026
C 2.422 -1.467 3.744 -0.515 0.254 -0.155
H 0.180 -3.454 -3.079 -0.014 -0.041 0.011
H -2.338 -2.730 1.236 0.018 0.005 -0.005
H -1.896 6.539 -6.083 -0.652 -0.742 -0.102
C -0.786 -2.031 -0.029 -0.229 0.137 0.575
C 1.329 3.492 -1.110 0.217 0.362 0.200
C -2.162 -3.960 -0.558 -0.155 0.230 0.572
H -0.918 -1.730 6.411 -0.076 0.040 0.002
H -2.474 -5.624 -2.128 -0.002 -0.100 -0.105
H 0.620 5.295 -0.364 0.373 -0.083 0.247
H 1.242 2.872 -0.180 -0.266 0.141 -0.778
O 0.864 -1.421 -1.590 -0.239 0.573 0.237
H 4.620 -2.149 3.518 0.103 -0.039 0.025
O -3.068 -4.722 -0.297 0.093 -0.140 -0.309
Cl -0.835 5.535 -2.723 -0.090 -0.309 -0.019
N 1.444 4.915 -0.817 -0.143 -0.432 -0.523
H -3.637 3.147 -4.014 0.706 0.148 -0.014
C -0.387 -3.327 -2.167 0.257 0.389 0.081
C -1.783 -2.851 0.315 -0.119 -0.106 -0.025
H 2.283 3.174 -1.595 -0.724 0.150 0.163
O -0.413 -1.005 0.756 0.124 -0.076 -0.612
O -1.733 -5.187 -2.591 -0.220 0.364 0.673
C -2.634 3.214 -4.485 0.012 0.823 -0.991
O 4.477 -2.563 4.390 -0.534 0.362 -0.307
H -2.598 2.398 -5.244 0.008 0.417 0.652
N -0.703 3.853 -2.759 0.164 -1.692 -0.131
C -2.508 4.510 -5.255 0.183 -0.650 0.767
C -1.040 1.680 -3.207 -0.198 0.955 -0.083
C 2.675 -2.697 5.876 -0.225 0.022 0.119
C -1.385 -4.155 -1.824 0.257 -0.356 -0.723
H 0.472 -0.590 3.340 -0.037 -0.026 0.030
C 3.211 -2.278 4.723 0.532 -0.391 0.360
C 0.495 -1.583 5.216 -0.581 0.371 -0.340
O 0.764 -2.716 7.248 -0.331 0.172 -0.141
N 0.010 1.802 -2.282 -1.745 1.080 -1.475
C -0.029 -2.211 -1.308 0.043 -0.517 -0.492
O -0.777 -1.320 5.536 0.542 -0.337 0.291
C -2.287 5.570 -5.776 0.597 0.233 0.304
H 3.235 -3.282 6.592 0.011 0.015 -0.016
C 1.034 -1.162 4.066 0.231 0.050 -0.206
O 2.957 -1.091 2.714 0.236 -0.148 0.065
H 0.323 -0.572 0.288 0.143 -0.115 0.187
H 0.530 1.023 -1.874 0.011 0.303 -0.105
```
Positions in Å, forces in eV/Å.

Atomic partial charges in e from the Löwdin method, atoms 1 to 5: 0.1527 -0.3121 -0.2335 -0.2006 0.0887

The following is a DFT calculation (ωB97M-V/def2-TZVPD) of a structure of composition C33H25Br2N5OSiTi in a non-equilibrium geometry.

Results
total energy	-215202.0135	eV
molar mass	743.36	u
lowest unoccupied orbital energy (alpha / beta)	-0.739 / -0.773	eV
Kohn-Sham gap (alpha / beta)	5.03 / 6.46	eV
2S+1	3

Geometry as XYZ:
```
68
Properties=species:S:1:pos:R:3:forces:R:3
H -4.747 -1.491 4.165 0.683 -0.131 -0.670
C 4.846 -0.045 0.219 0.576 -1.269 -0.187
N 2.608 0.364 -0.660 0.543 -0.416 -0.508
Si -1.071 -0.775 -0.373 -0.237 -0.879 -0.173
C -4.008 -1.437 3.334 -1.686 -0.061 1.408
C -4.415 -1.161 2.060 -1.000 0.204 -0.773
C -4.396 0.211 -3.494 2.859 0.729 1.140
H -3.185 3.777 2.809 -0.238 0.290 -0.243
H -4.564 -1.907 -3.752 -0.463 -0.387 0.166
C -0.609 -3.639 -0.082 -0.033 0.356 -0.255
H -2.121 1.902 -1.545 0.306 -0.502 -0.207
H -3.039 -2.359 -1.802 0.218 1.058 -1.017
H -3.780 2.279 -3.340 0.035 -0.880 0.673
H -2.843 1.448 1.589 0.417 -0.241 0.163
H 1.334 5.965 0.788 0.435 -1.845 -0.937
C 5.630 -0.474 1.316 -1.677 -0.078 1.453
N -0.900 2.278 0.954 0.241 0.005 1.178
C 4.976 -0.691 2.543 1.589 -0.411 -0.982
H -5.468 -1.081 1.738 0.535 0.046 0.591
C -0.139 -2.783 -2.251 0.745 0.680 -1.494
H -1.024 5.242 2.188 -0.873 -0.851 -0.010
C -1.722 -1.444 2.551 0.616 -0.345 -0.145
H 3.237 2.868 -1.538 -0.775 1.085 1.768
C -3.574 1.250 -2.947 -2.596 1.003 -2.035
C 3.082 0.387 -1.919 1.127 -0.819 3.406
Ti 0.665 1.060 0.236 0.104 -1.423 0.800
O 1.501 0.355 1.845 0.780 -0.481 -0.642
H 2.386 0.494 -2.679 -1.240 0.436 -1.365
C -2.416 3.498 2.115 1.085 0.272 -0.014
Br 7.441 -0.880 1.110 0.333 -0.122 0.105
C -0.565 -2.554 -0.941 -0.047 0.765 -0.159
C -0.347 3.504 1.225 -1.140 1.506 -1.634
N 1.535 2.823 -0.159 -1.200 2.320 0.410
H -0.980 -3.561 0.918 -0.287 0.198 0.431
H -0.651 -1.595 2.721 -0.364 0.087 0.456
N -1.358 4.386 1.723 1.444 -1.292 0.512
C 5.344 -0.080 -1.118 -1.855 0.160 -0.879
C -2.098 -1.146 1.253 -0.557 0.682 -0.994
C -2.136 2.262 1.631 0.136 1.099 -0.692
C 2.654 4.778 -0.464 0.456 -2.021 -0.330
H 0.984 -5.967 -1.912 -0.334 -0.162 -0.389
H -0.295 -5.691 0.133 0.342 -0.628 0.570
C 0.385 -4.016 -2.725 -0.289 0.279 2.535
H -2.298 -1.749 4.553 -0.002 -0.232 0.560
H -5.157 0.513 -4.135 -1.168 0.185 -1.206
C -4.078 -1.117 -3.215 -1.573 1.324 -1.140
H 0.839 -4.144 -3.692 -0.079 0.109 -0.254
C 3.452 0.098 0.417 -1.359 0.368 -0.819
H -0.134 -1.884 -2.939 -0.051 -1.166 0.612
C -2.678 -1.587 3.567 1.951 0.186 -0.004
C -0.149 -4.851 -0.503 0.303 -0.789 -0.783
Br 3.075 -0.434 4.570 -0.364 -0.100 0.040
H -3.913 -0.689 0.128 0.497 -0.133 -0.022
C 0.430 -5.049 -1.757 -0.025 0.781 -0.545
H 5.451 -1.221 3.356 0.628 0.381 -0.008
C -2.590 1.043 -2.034 0.188 -1.123 -0.006
C -3.141 -1.339 -2.276 1.916 -1.095 2.097
H 4.869 0.268 -3.172 -0.549 -0.553 0.380
C 2.763 -0.021 1.696 2.202 0.480 1.702
H 6.356 -0.403 -1.355 -0.159 0.453 0.287
C 3.655 -0.390 2.792 -2.474 0.877 -2.513
C 2.629 3.430 -0.743 0.664 0.240 -1.549
C -2.349 -0.306 -1.739 0.327 -0.312 1.790
C 4.438 0.129 -2.168 1.707 0.715 0.278
C -3.469 -0.976 1.083 -0.901 0.065 -1.151
C 0.831 3.845 0.513 1.419 -0.025 -0.325
N 1.556 5.041 0.330 -1.366 0.936 1.400
H 3.459 5.440 -0.742 -0.445 0.412 0.144
```
Positions in Å, forces in eV/Å.

Atomic partial charges in e from the Löwdin method, atoms 1 to 5: 0.1161 -0.1943 0.0137 0.7267 -0.1173

The following is a DFT calculation (ωB97M-V/def2-TZVPD) of a structure of composition C34H44CoN6O8S3Se in a non-equilibrium geometry.

Results
total energy	-196771.0939	eV
molar mass	898.85	u
lowest unoccupied orbital energy (alpha / beta)	4.028 / 4.024	eV
net charge	-2
Kohn-Sham gap (alpha / beta)	4.59 / 6.28	eV
2S+1	4

Geometry as XYZ:
```
97
Properties=species:S:1:pos:R:3:forces:R:3
H 2.182 -5.132 2.944 -0.018 -0.042 0.090
C -5.138 -3.031 -0.417 0.031 0.231 0.035
H -5.540 4.377 -0.144 -0.026 -0.022 0.009
H -5.129 -3.531 2.398 0.024 -0.045 0.011
H -0.657 -2.834 4.437 -0.026 0.050 -0.067
S -2.069 -1.289 -1.867 0.393 0.104 -0.182
N 0.049 -0.362 1.720 0.493 -0.452 0.157
H -3.551 5.141 1.205 0.022 -0.017 0.045
O -2.367 -0.376 -0.346 -0.236 0.158 -0.076
S 1.486 -3.752 4.679 -0.246 -0.400 0.052
C 0.752 -0.865 -4.762 -0.021 0.003 0.056
C 2.134 -0.707 2.495 -0.311 0.146 -0.246
H 0.571 -4.434 2.675 0.068 -0.096 -0.025
H 1.041 4.049 -5.732 0.056 -0.034 0.035
C 4.229 0.986 -0.847 -0.126 0.079 -0.124
H 5.332 2.665 -1.594 -0.031 -0.015 -0.063
O 4.353 -1.359 2.587 -0.109 -0.060 -0.116
N 1.606 -1.904 1.992 0.267 0.423 -0.198
C 0.941 1.405 -1.975 0.135 0.096 -0.015
N 1.944 0.518 -1.715 -0.411 0.073 -0.174
C 2.255 -3.197 1.992 0.045 -0.212 0.197
C 0.236 -1.938 6.219 0.083 -0.100 0.041
H 1.199 -1.511 6.497 -0.033 0.045 0.036
O -4.652 -0.678 -0.509 0.165 0.336 0.176
N 0.406 1.077 -3.185 0.050 -0.101 0.257
H -1.486 -2.675 1.536 -0.028 -0.031 0.034
C -3.626 4.135 0.819 -0.006 0.114 -0.025
C 1.971 -0.438 -2.712 0.078 -0.042 -0.115
C -1.460 3.396 2.055 0.028 0.106 0.150
H 0.549 5.731 -4.015 -0.024 0.017 0.034
O 3.694 0.614 3.468 -0.070 0.003 -0.112
H -4.328 -3.668 -0.781 -0.027 -0.002 -0.079
Se 0.390 2.772 -0.902 0.083 0.040 0.118
O 2.759 -3.332 5.200 0.123 0.279 -0.255
C 1.129 0.223 2.345 0.366 0.041 0.235
C 1.523 -2.011 -4.915 -0.037 0.011 -0.119
H 2.237 -3.614 0.980 0.034 0.024 0.050
C -2.622 3.228 1.088 0.112 -0.174 0.090
H 1.443 3.378 -4.148 0.053 0.017 -0.056
H -0.417 4.580 -3.097 -0.035 0.051 0.013
H 3.076 -3.265 -4.133 -0.016 -0.002 -0.009
C -0.109 4.864 -4.102 0.084 -0.079 -0.020
C 4.333 2.473 -1.189 -0.041 -0.027 0.157
H 1.132 1.258 2.630 0.029 0.002 -0.065
H 0.189 1.830 -5.759 -0.054 0.015 -0.049
H -3.473 -3.904 1.904 -0.020 -0.036 0.015
H 3.481 -1.862 -2.125 0.015 0.024 -0.020
H 2.350 1.123 0.219 -0.110 -0.065 -0.001
H -0.100 -3.668 1.009 -0.009 0.074 -0.015
H 1.354 -2.650 -5.772 -0.008 -0.001 0.007
H -0.023 -0.614 -5.473 -0.014 0.021 0.012
N 3.433 -0.495 2.890 0.183 -0.069 0.144
H -0.803 -2.461 -0.058 -0.061 0.056 -0.098
H -1.164 2.399 -3.075 0.002 -0.111 0.074
H -5.677 1.986 -0.849 -0.018 0.050 0.003
H 4.638 0.391 -1.671 0.035 -0.036 0.029
C 4.100 3.374 0.023 0.029 -0.060 -0.118
C -3.611 0.145 -0.320 0.049 -0.360 -0.205
C 0.991 -0.085 -3.643 0.159 -0.145 -0.098
C -4.588 -1.832 0.296 0.005 -0.586 0.220
C 2.741 -1.580 -2.863 -0.067 0.033 -0.009
C 2.809 0.505 -0.549 0.387 0.046 0.170
N -2.654 1.988 0.619 -1.353 0.860 -0.731
C -4.819 2.378 -0.321 -0.056 -0.157 -0.047
C -0.305 2.516 -5.064 0.172 0.006 0.134
C -0.719 1.734 -3.815 -0.110 0.118 -0.274
C 2.499 -2.360 -3.987 0.084 -0.041 0.103
Co -1.399 0.793 1.141 0.306 -0.885 0.384
O 0.879 -4.912 5.310 -0.149 0.056 -0.105
C 0.615 3.705 -4.783 -0.176 0.003 0.019
H 2.863 -0.521 -0.182 -0.156 -0.023 0.096
O -0.834 2.288 2.245 0.128 0.109 0.117
H 4.714 3.048 0.865 -0.018 0.033 0.029
H 0.604 -1.605 4.108 -0.034 -0.030 0.068
O -1.244 4.470 2.598 -0.044 -0.038 -0.147
H 0.024 -2.779 6.881 -0.054 0.056 0.053
C -4.734 3.689 0.084 0.077 -0.053 0.084
H 3.608 2.722 -1.970 0.056 0.020 -0.063
H 4.354 4.409 -0.217 -0.026 0.024 0.036
H -1.449 0.964 -4.065 -0.077 -0.046 0.097
C 0.287 -2.406 4.773 0.323 -0.261 -0.005
S -3.392 -0.455 2.380 0.101 -0.035 0.290
H 3.289 -3.007 2.287 -0.012 0.016 -0.071
C 0.347 -1.637 1.530 0.060 0.187 0.114
C -4.112 -3.129 2.340 -0.044 -0.007 -0.256
H 4.824 0.777 0.045 0.023 -0.080 -0.009
H -1.217 2.882 -5.546 -0.020 -0.080 -0.064
H 3.055 3.350 0.326 0.000 0.002 0.078
H -5.778 -3.627 0.236 -0.027 -0.004 -0.010
C -4.066 -1.847 1.532 -0.116 0.454 0.034
C -3.735 1.516 -0.058 0.145 0.176 -0.033
H -3.763 -2.914 3.346 0.002 -0.063 0.029
H -5.718 -2.691 -1.276 -0.018 -0.088 -0.031
C -0.548 -2.677 0.980 -0.258 0.011 -0.239
C 1.605 -4.207 2.932 -0.164 0.394 0.384
H -0.993 5.161 -4.673 -0.003 0.019 -0.016
H -0.537 -1.181 6.337 -0.009 0.002 -0.052
```
Positions in Å, forces in eV/Å.

Atomic partial charges in e from the Löwdin method, atoms 1 to 5: 0.1064 -0.0430 0.0943 0.0639 0.1047

> Which of these has the lowest molar mass?

C5H10O